# 1
C29H75B2N5O11 | wB97M-V/def2-TZVPD

```
122
C29H75B2N5O11 (wB97M-V/def2-TZVPD)
C -1.842 -2.014 1.346
C -2.173 -0.529 1.468
O -2.797 -0.268 2.714
C -2.946 1.101 3.039
C -4.372 1.394 3.467
O -5.218 1.695 2.376
B -5.371 0.848 1.286
N -5.383 1.516 0.021
B -5.584 -0.896 1.391
C -5.733 -1.736 2.705
O -5.589 -1.602 0.197
H -2.089 -2.345 0.336
H -0.780 -2.191 1.509
H -2.440 -2.602 2.041
H -1.254 0.065 1.370
H -2.824 -0.237 0.632
H -2.262 1.369 3.853
H -2.692 1.725 2.173
H -4.378 2.257 4.136
H -4.760 0.536 4.026
H -4.680 2.233 -0.104
H -5.415 0.919 -0.792
H -6.626 -1.399 3.246
H -5.826 -2.806 2.506
H -4.889 -1.587 3.385
H -6.085 -1.213 -0.531
C 4.863 1.535 4.017
O 4.105 2.134 2.990
C 4.775 2.241 1.739
C 4.143 1.340 0.704
N 4.378 -0.065 0.995
C 3.655 -0.981 0.121
C 2.132 -0.956 0.161
O 1.575 -1.436 1.374
C 1.481 -0.492 2.424
H 4.296 1.644 4.939
H 5.046 0.470 3.837
H 5.833 2.030 4.139
H 5.837 1.997 1.858
H 4.697 3.279 1.406
H 4.575 1.550 -0.278
H 3.076 1.601 0.647
H 4.142 -0.255 1.961
H 3.974 -1.999 0.348
H 3.968 -0.782 -0.910
H 1.774 -1.635 -0.617
H 1.726 0.038 -0.067
H 1.325 0.525 2.051
H 2.371 -0.509 3.059
H 0.626 -0.779 3.039
C 3.070 -8.890 -0.098
O 4.161 -8.563 0.735
C 5.431 -8.965 0.239
C 6.277 -7.763 -0.123
N 5.731 -7.074 -1.280
C 6.374 -5.810 -1.608
C 6.298 -4.681 -0.584
O 4.995 -4.163 -0.393
C 4.190 -4.851 0.546
H 2.163 -8.659 0.458
H 3.068 -8.318 -1.032
H 3.066 -9.955 -0.352
H 5.309 -9.617 -0.631
H 5.935 -9.532 1.026
H 7.289 -8.107 -0.362
H 6.350 -7.127 0.771
H 4.742 -6.918 -1.136
H 5.934 -5.443 -2.538
H 7.432 -6.007 -1.814
H 6.897 -3.850 -0.965
H 6.728 -4.973 0.382
H 4.794 -5.287 1.347
H 3.600 -5.650 0.087
H 3.497 -4.129 0.981
C -6.630 4.784 3.370
O -6.317 5.523 2.207
C -6.468 4.799 0.991
C -7.625 5.339 0.179
N -8.896 5.043 0.818
C -10.058 5.670 0.206
C -10.130 7.194 0.197
O -10.280 7.772 1.480
C -9.080 8.012 2.188
H -6.325 5.387 4.224
H -7.703 4.573 3.455
H -6.100 3.829 3.386
H -6.599 3.733 1.192
H -5.545 4.923 0.415
H -7.609 4.865 -0.809
H -7.455 6.415 0.029
H -8.846 5.310 1.793
H -10.948 5.301 0.723
H -10.128 5.324 -0.831
H -11.021 7.479 -0.367
H -9.266 7.639 -0.313
H -8.259 8.262 1.509
H -8.769 7.157 2.795
H -9.257 8.858 2.852
C 5.508 2.294 -2.844
O 4.187 1.794 -2.839
C 3.286 2.492 -3.691
C 2.859 1.609 -4.843
N 3.975 1.335 -5.731
C 3.712 0.344 -6.765
C 3.365 -1.075 -6.324
O 4.425 -1.759 -5.683
C 4.527 -1.565 -4.287
H 6.052 1.775 -2.056
H 6.020 2.119 -3.797
H 5.529 3.370 -2.639
H 3.750 3.413 -4.058
H 2.404 2.762 -3.104
H 2.069 2.118 -5.405
H 2.416 0.699 -4.411
H 4.766 1.032 -5.177
H 4.599 0.287 -7.401
H 2.894 0.710 -7.395
H 3.133 -1.650 -7.223
H 2.472 -1.098 -5.686
H 3.541 -1.429 -3.830
H 5.146 -0.702 -4.023
H 4.986 -2.459 -3.863
```

Results
net charge	0
lowest unoccupied orbital energy	0.37	eV
HOMO	-8.481	eV
total energy	-2300.9454	hartree
SMILES	CCOCCOB(N)B(C)O.COCCNCCOC.COCCNCCOC.COCCNCCOC.COCCNCCOC
Kohn-Sham gap	8.9	eV



# 2
C29H75BN15O18 | wB97M-V/def2-TZVPD

```
138
C29H75BN15O18 (wB97M-V/def2-TZVPD)
O 16.763 10.986 3.684
C 16.999 10.179 4.612
O 17.600 8.927 4.574
B 17.653 8.390 5.936
O 16.968 9.421 6.768
C 16.628 10.570 6.083
O 16.114 11.640 6.413
O 19.028 8.155 6.417
C 19.143 6.915 6.787
O 20.161 6.339 7.257
C 17.831 6.169 6.397
O 16.920 7.175 6.062
O 17.551 5.004 6.551
C 10.960 2.801 4.679
C 11.692 1.654 4.027
C 13.091 1.615 4.571
O 13.973 1.152 3.579
C 14.488 2.185 2.706
N 10.954 0.435 4.432
H 11.554 3.660 4.365
H 11.009 2.704 5.763
H 9.936 2.854 4.309
H 11.689 1.666 2.937
H 13.349 1.078 5.484
H 13.347 2.648 4.806
H 13.841 2.906 2.205
H 15.011 1.590 1.957
H 15.336 2.645 3.211
H 11.009 0.251 5.423
H 10.003 0.394 4.092
C 10.276 15.735 4.563
C 9.814 14.420 3.906
C 10.873 13.252 3.694
O 10.423 12.326 2.608
C 10.972 11.002 2.616
N 8.736 13.861 4.670
H 10.999 15.498 5.344
H 9.561 16.284 5.175
H 10.782 16.368 3.834
H 9.350 14.887 3.037
H 11.035 12.718 4.630
H 11.830 13.622 3.327
H 10.745 10.588 1.634
H 10.715 10.296 3.405
H 12.050 11.081 2.752
H 7.899 14.422 4.733
H 8.455 13.135 4.026
C 22.083 13.244 1.415
C 22.072 12.950 2.941
C 22.344 11.486 3.397
O 23.586 10.948 3.208
C 23.693 9.642 3.706
N 22.895 13.863 3.785
H 21.229 12.728 0.975
H 22.971 12.798 0.966
H 22.122 14.288 1.106
H 21.049 13.069 3.297
H 21.634 10.863 2.853
H 22.096 11.373 4.452
H 24.736 9.358 3.845
H 23.141 8.905 3.124
H 23.088 9.681 4.612
H 23.849 13.852 3.453
H 22.861 13.499 4.727
C 19.332 6.557 0.118
C 18.476 7.398 -0.822
C 16.987 7.029 -0.642
O 16.741 5.745 -1.250
C 15.350 5.570 -1.429
N 18.563 8.844 -0.706
H 20.266 6.381 -0.416
H 19.038 5.523 0.298
H 19.554 7.069 1.054
H 18.647 7.157 -1.872
H 16.389 7.713 -1.243
H 16.767 7.163 0.418
H 15.085 4.514 -1.384
H 15.069 5.794 -2.458
H 14.757 6.186 -0.753
H 18.645 9.188 0.241
H 17.696 9.264 -1.009
C 19.770 6.340 16.088
C 20.186 7.585 15.330
C 19.089 7.993 14.371
O 19.003 6.980 13.421
C 18.129 7.396 12.385
N 20.394 8.645 16.317
H 20.500 6.332 16.897
H 19.812 5.489 15.409
H 18.795 6.201 16.556
H 21.151 7.599 14.823
H 19.264 8.976 13.933
H 18.128 8.026 14.884
H 18.051 6.572 11.676
H 18.501 8.247 11.814
H 17.090 7.505 12.696
H 20.511 9.526 15.836
H 21.334 8.432 16.617
C 16.841 15.263 11.419
O 16.518 16.197 12.096
N 16.818 15.149 10.114
N 17.140 14.154 11.916
H 16.660 14.238 9.708
H 16.591 16.052 9.722
H 17.256 13.267 11.448
H 16.972 14.095 12.910
C 11.186 13.248 10.506
O 10.245 13.917 10.900
N 11.514 13.018 9.302
N 11.895 12.590 11.347
H 12.416 12.712 8.966
H 10.852 13.330 8.607
H 12.614 11.995 10.961
H 11.821 12.888 12.310
C 12.955 4.844 9.452
O 11.936 4.757 10.106
N 13.935 4.062 9.789
N 13.165 5.566 8.397
H 14.881 4.180 9.458
H 13.864 3.595 10.682
H 13.956 5.348 7.807
H 12.330 6.034 8.074
C 26.066 5.535 11.330
O 27.040 6.110 11.727
N 25.321 5.904 10.393
N 25.619 4.476 11.848
H 25.903 6.548 9.876
H 24.926 5.089 9.946
H 24.657 4.183 11.758
H 26.242 3.938 12.433
C 23.144 2.611 4.401
O 23.864 2.538 3.458
N 23.391 3.188 5.517
N 21.916 2.143 4.446
H 22.623 3.532 6.076
H 24.159 3.836 5.620
H 21.647 1.626 3.621
H 21.395 2.217 5.308
```

Results
net charge	-1
lowest unoccupied orbital energy	1.38	eV
HOMO	-7.565	eV
total energy	-3350.6205	hartree
Kohn-Sham gap	8.9	eV